{
  "formula": "C4H8OS",
  "method": "wB97M-V/def2-TZVPD",
  "symbols": ["C", "C", "C", "C", "H", "H", "H", "H", "H", "H", "H", "H", "O", "S"],
  "coordinates": [[1.97734, -0.14419, -0.14423], [0.45746, -0.21457, -0.46317], [-0.39869, 0.47400, 0.52475], [-1.82640, 0.68127, 0.02115], [2.04871, 0.90831, -0.23697], [2.60099, -0.61758, -0.91866], [2.19196, -0.58799, 0.81705], [0.12476, -1.27926, -0.39031], [0.20191, 0.18574, -1.47618], [-0.32974, -0.11529, 1.50604], [-0.02569, 1.49831, 0.64168], [-2.02774, -1.73798, 0.59010], [-2.23795, 1.76768, -0.31874], [-2.75693, -0.81844, -0.15250]],
  "mulliken_charge": [-1.187, -0.310, -0.689, 0.467, 0.333, 0.316, 0.327, 0.334, 0.308, 0.295, 0.382, 0.141, -0.499, -0.218],
  "smiles": "CCCC(=O)S",
  "homo_ev": -10.0,
  "energy_ev": -17159.9466
}